# 1
Computed, not measured: a 6-piece molecular cluster, C32H36N4O14 overall, with the ωB97M-V functional and the def2-TZVPD basis.

Last column: Löwdin charge in e.
CARTESIAN COORDINATES (ANGSTROEM)
1 C 0.56378 -19.27112 19.64250  -0.046
2 C -2.33160 -16.56081 21.83178  -0.044
3 H 5.44165 -19.33228 13.59289  0.116
4 C 6.41324 -17.61438 16.91603  -0.008
5 H -0.12661 -20.47708 21.26714  0.110
6 N 0.53129 -10.01314 18.63427  -0.360
7 C -1.20729 -12.99380 20.79612  -0.044
8 H 0.68232 -13.13760 21.82736  0.115
9 O 3.60880 -14.27902 12.32157  0.079
10 C 0.59709 -21.65090 18.18769  0.003
11 H 0.97993 -13.83931 17.65175  0.102
12 C 3.02832 -8.98984 21.18835  -0.064
13 O 0.56068 -14.50604 20.31723  0.034
14 O 3.93978 -19.76860 18.10814  0.082
15 C 0.28567 -13.17263 20.80631  -0.192
16 H 2.11385 -14.26424 23.02550  0.080
17 C 2.75536 -10.91141 19.17469  -0.010
18 H 3.55211 -16.34425 18.82257  0.098
19 O -0.21603 -14.93805 23.51876  0.142
20 C 0.26261 -16.00625 23.32386  -0.681
21 H -3.29875 -16.08351 22.00030  0.087
22 H 3.83018 -16.23787 20.55668  0.097
23 N 3.30171 -15.17597 13.07159  -0.368
24 H -1.47174 -12.02920 21.21850  0.087
25 H 2.70524 -11.68542 18.42451  0.111
26 O 0.33928 -10.98737 17.94384  0.065
27 H 3.43822 -15.48834 23.20753  0.097
28 H 2.47579 -16.86147 15.02090  0.108
29 H -1.67918 -13.78211 21.38617  0.056
30 C 1.82038 -13.14755 15.81777  -0.058
31 C 0.12282 -20.46269 20.20829  -0.061
32 H 6.95178 -17.34482 13.59094  0.111
33 O 1.52255 -21.49976 15.65503  0.078
34 H 4.49771 -20.13402 15.76621  0.113
35 H 2.66229 -12.73981 13.86340  0.121
36 C 1.75572 -9.99067 19.43202  -0.165
37 C 5.71325 -18.84489 14.52028  -0.050
38 C 4.04481 -9.90443 20.96827  -0.060
39 O 1.90291 -19.35748 15.81558  0.052
40 H -2.18671 -17.96755 23.45614  0.122
41 H -0.25650 -22.56661 19.89307  0.108
42 O 1.53742 -16.25696 23.15538  0.021
43 C 5.56671 -18.69419 16.90285  -0.170
44 C 2.64961 -14.81316 14.32244  -0.151
45 C 5.21323 -19.32256 15.72635  0.004
46 O 3.58659 -16.32742 12.89623  0.085
47 O -0.38610 -17.12405 23.20693  0.058
48 C 6.61095 -17.78857 14.51975  -0.066
49 O 2.76424 -14.16509 20.34941  0.133
50 C 2.31968 -15.80921 15.22285  0.015
51 H 1.24631 -18.36629 17.81300  0.104
52 N 1.51324 -20.43160 16.25863  -0.327
53 H -2.48184 -17.42657 21.19371  0.075
54 C -1.81181 -16.98350 23.19836  -0.189
55 H 3.15079 -17.75821 19.84565  0.077
56 H -1.58969 -13.12777 19.78160  0.089
57 C 1.50027 -14.13600 16.74695  -0.054
58 C 0.10908 -21.63880 19.47903  -0.066
59 O 1.85135 -16.16635 20.01844  -0.007
60 H -2.10107 -16.25202 23.95157  0.121
61 C 1.88381 -9.03690 20.41270  -0.008
62 O 5.60035 -18.89620 19.14165  0.088
63 H 7.59425 -16.29508 15.72268  0.107
64 H 2.45027 -15.00666 24.57258  0.106
65 H 1.44014 -16.21297 17.15896  0.091
66 H 6.70664 -17.12515 17.83647  0.121
67 C 0.98013 -20.44928 17.61650  -0.172
68 C 2.40022 -13.48467 14.60470  0.001
69 H 4.66293 -11.57957 19.74381  0.114
70 H 3.02463 -8.35771 22.06714  0.110
71 H 4.95027 -9.91562 21.55884  0.108
72 C 1.71016 -15.46444 16.42523  -0.052
73 H 0.58524 -18.36781 20.23610  0.099
74 C 3.18490 -16.67849 19.79738  -0.008
75 C 0.91137 -19.27439 18.30351  -0.018
76 C 6.95175 -17.16441 15.71734  -0.060
77 C 3.90183 -10.83262 19.94466  -0.060
78 H 0.59113 -22.58225 17.64247  0.120
79 C 1.81827 -14.87903 20.24927  -0.697
80 H -1.65085 -15.86090 21.35539  0.055
81 H 0.82234 -12.42270 20.22806  0.095
82 N 4.98568 -19.15619 18.13626  -0.351
83 H 1.53084 -12.11512 15.97805  0.096
84 H 1.12679 -8.27725 20.55332  0.122
85 O -0.21073 -9.07649 18.72517  0.100
86 C 2.43526 -15.19770 23.48904  -0.020

- HOMO level: -9.9313 eV
- Spin multiplicity: 1
- Energy above the lowest of the compared OMol25 structures with the same formula, charge and spin: 0.000 eV

---

# 2
Computed, not measured: C32H36N5OPt as an isolated structure, with the ωB97M-V functional and the def2-TZVPD basis.

Last column: Löwdin charge in e.
CARTESIAN COORDINATES (ANGSTROEM)
1 H -4.57488 -5.26999 -1.36571  0.094
2 C -1.07521 -0.87550 -0.31980  -0.175
3 N 3.71641 0.22457 -0.22520  -0.212
4 C 3.57101 0.18353 -2.54408  -0.235
5 C 5.40884 0.39997 5.09841  -0.073
6 N 0.24697 1.11065 -0.32787  0.015
7 C -4.80871 -2.88963 -0.11323  -0.059
8 H -2.20675 5.47140 0.63444  0.093
9 H -3.40398 3.59608 1.90558  0.097
10 H 5.02627 0.65055 -4.06657  0.117
11 C -1.04172 -3.59702 -0.32157  0.019
12 H 5.81841 0.63203 3.00285  0.108
13 C 3.80707 -0.01605 3.35311  -0.159
14 H 1.87078 -0.66304 3.99312  0.109
15 N 4.28125 0.36336 1.01787  0.095
16 H 4.71733 0.08015 7.10536  0.106
17 H -4.36778 2.40861 -1.54028  0.080
18 C 0.11172 -2.85179 -0.37478  -0.075
19 H -4.42501 -5.24506 1.15625  0.095
20 H -3.09128 1.01468 -0.29851  0.112
21 H -4.90876 -2.26129 -1.00146  0.091
22 H -2.66801 -5.33593 1.07616  0.083
23 N 2.26095 -0.22270 -2.31620  -0.109
24 H 1.08623 -3.31745 -0.41468  0.121
25 H -3.44171 -4.03563 1.99014  0.096
26 H -4.87026 4.05555 1.03282  0.094
27 H -0.96172 -4.67505 -0.32420  0.124
28 C 3.44821 -0.05569 1.91788  -0.423
29 H -3.45451 3.63880 -2.42330  0.096
30 C 5.08594 0.36533 3.75252  -0.029
31 C 4.46109 0.05336 6.05404  -0.079
32 H -3.70092 5.80878 -0.23140  0.094
33 C 4.37370 0.39424 -1.41292  -0.249
34 C 1.42365 -0.42556 -3.34313  -0.131
35 C -1.94183 2.82755 -0.28490  -0.129
36 H 5.94256 1.73509 -1.96197  0.095
37 H 0.42073 -0.73785 -3.08164  0.108
38 H 6.39842 0.03156 -1.98552  0.096
39 H 3.46484 0.27831 -5.93339  0.114
40 C -4.01830 3.44217 -1.50938  -0.034
41 H -2.82107 -5.37271 -1.47876  0.083
42 C -2.28251 -2.96238 -0.25695  -0.127
43 C 0.42247 2.42490 -0.31504  -0.070
44 N 0.10052 -1.50994 -0.37312  -0.064
45 C 3.13473 0.14199 -4.91232  -0.055
46 C -3.17106 3.72748 -0.26078  -0.557
47 H 1.09551 -0.42010 -5.44110  0.106
48 C -2.79189 5.20708 -0.24874  -0.059
49 C 5.80965 0.77907 -1.45021  -0.014
50 H -4.81205 -2.24939 0.77208  0.092
51 H 2.44837 -0.60111 6.40019  0.105
52 H -0.43269 4.37107 -0.27711  0.115
53 C -3.98802 3.41453 1.00147  -0.033
54 H -5.69580 -3.52113 -0.06010  0.094
55 C -3.65974 -4.67823 -1.41478  -0.033
56 C -0.99400 0.61349 -0.31593  -0.181
57 C -2.09809 1.43877 -0.30032  0.059
58 C 3.18752 -0.32826 5.65821  -0.074
59 H -4.33153 2.37872 1.02094  0.080
60 H 6.19552 0.87233 -0.43945  0.073
61 H -2.22707 5.49135 -1.13907  0.092
62 H 6.40410 0.69530 5.40413  0.106
63 C -0.64099 3.31176 -0.29115  0.030
64 C -3.56673 -3.77732 -0.17483  -0.556
65 C 2.85969 -0.36353 4.31050  -0.028
66 C 4.00391 0.35230 -3.88057  -0.005
67 C -3.51440 -4.64794 1.08932  -0.032
68 H -3.68584 -4.08805 -2.33293  0.095
69 H -3.19711 -1.02614 -0.21171  0.102
70 C 1.80717 -0.25143 -4.64697  -0.060
71 H -4.89791 4.08747 -1.50835  0.094
72 O 2.24395 -0.55300 1.62406  -0.229
73 Pt 1.93593 -0.44825 -0.33654  1.471
74 C -2.26956 -1.57348 -0.26231  0.069
75 H 1.44796 2.77368 -0.32067  0.127

- HOMO level (spin up / spin down): -8.5537 / -10.4451 eV
- Spin multiplicity: 3
- Expectation value of S²: 2.02
- Net charge: +1

---

# 3
Computed, not measured: C32H36N7P2V as an isolated structure, with the ωB97M-V functional and the def2-TZVPD basis.

Last column: Löwdin charge in e.
CARTESIAN COORDINATES (ANGSTROEM)
1 C 3.37044 0.53295 0.22140  -0.078
2 H 0.70870 -3.58018 0.11746  0.087
3 C 3.05259 -0.82518 -0.41666  -0.702
4 H -3.22630 -0.27464 -2.54598  0.100
5 N -2.05592 -0.62164 2.39366  0.019
6 C -1.07937 3.22503 0.48767  -0.225
7 H 3.95852 -2.11864 -1.93069  0.078
8 C -2.31391 -0.02354 -2.00011  -0.096
9 H 0.81823 5.26893 -3.38781  0.119
10 H -2.47992 1.37693 2.44449  0.102
11 H 0.15190 -2.27157 -2.56889  0.040
12 C -0.90296 -5.28901 2.52657  0.025
13 C 2.21517 4.58165 -4.86025  -0.051
14 C -3.04589 -2.01312 4.09900  -0.125
15 P 1.28168 -0.80189 -0.99071  0.984
16 H -3.83423 2.23926 0.13486  0.080
17 N 0.42206 3.02541 -2.11266  0.143
18 H -4.34879 -0.99175 5.48112  0.131
19 C 2.51280 2.16632 4.11555  -0.395
20 C 2.86298 2.25134 -4.76803  -0.004
21 H 3.42166 1.39524 -5.12069  0.118
22 N 3.30664 3.00443 4.09217  0.101
23 H 1.66088 -2.98587 -1.98425  0.041
24 H 3.59802 3.61267 -6.21709  0.113
25 C 1.27851 3.17890 -3.15313  -0.196
26 C 1.18522 0.76696 -1.97410  -0.395
27 P -0.95763 1.58439 -0.27278  0.975
28 V -0.52212 -0.66094 0.85664  0.490
29 N 0.74677 -0.02641 2.28943  0.021
30 H -3.58798 2.18483 -2.95926  0.094
31 C -2.21408 -1.82950 2.99436  -0.130
32 H 2.49373 -1.79214 1.47096  0.057
33 C -3.19085 -3.31970 4.68443  0.002
34 H -2.80647 3.40873 -1.96278  0.087
35 H -2.00181 3.31677 1.06059  0.038
36 C 0.35671 1.84923 -1.54717  -0.383
37 H -3.84763 -3.43291 5.53659  0.126
38 H 2.30980 5.54108 -5.35017  0.113
39 C 1.18985 -2.05787 -2.31205  -0.239
40 H -3.96275 1.23775 4.42503  0.121
41 N 1.96334 0.87953 -3.01839  0.144
42 C 2.95385 3.47318 -5.35967  -0.051
43 C -2.51872 -4.37339 4.18570  0.001
44 C -3.49813 0.34122 4.04207  -0.006
45 H 3.50080 1.30510 -0.53766  0.083
46 C -2.67826 2.41808 -2.40053  -0.074
47 C 0.04381 -3.78129 0.94779  -0.095
48 C 3.16898 -1.94088 0.62762  -0.100
49 H 4.30777 0.44767 0.77439  0.099
50 H -1.48332 -0.05206 -2.70873  0.079
51 H 1.71458 -1.70301 -3.19857  0.047
52 H -2.16722 -0.83683 -1.27191  0.062
53 C 1.16992 0.60181 3.18916  -0.339
54 H -2.62118 -5.35766 4.62273  0.125
55 C 1.39501 4.44428 -3.78341  -0.002
56 C -1.47061 -2.95827 2.47228  -0.127
57 C 2.02145 2.08513 -3.63821  -0.193
58 H 0.50730 -5.87716 1.01962  0.120
59 N 1.58059 1.22419 4.20706  0.078
60 H 2.98155 -2.92426 0.18589  0.070
61 C 4.04334 -1.09988 -1.55035  -0.086
62 H 5.05397 -0.98629 -1.15079  0.096
63 H -3.63491 0.48582 0.30998  0.061
64 H -1.00837 -6.27462 2.96198  0.131
65 H -4.58761 1.14606 -1.01553  0.096
66 H -0.23849 3.36463 1.16793  0.056
67 N -0.61966 -2.74856 1.42952  0.029
68 C -3.69258 1.30482 -0.41010  -0.093
69 H 2.60442 0.85872 0.92558  0.049
70 H -1.04710 3.99927 -0.27763  0.044
71 C -0.06879 -5.07857 1.46315  -0.010
72 C -2.46995 1.34683 -1.33286  -0.713
73 H 3.92892 -0.40899 -2.38235  0.064
74 H -1.85387 2.46924 -3.10799  0.073
75 H 4.19174 -1.95478 1.01057  0.096
76 C -2.66226 0.42237 2.92211  -0.099
77 C -1.63242 -4.21128 3.06292  -0.126
78 C -3.70216 -0.88244 4.61993  0.026

- HOMO level (spin up / spin down): -10.2028 / -10.6820 eV
- Spin multiplicity: 4
- Expectation value of S²: 3.76
- Energy above the lowest of the compared OMol25 structures with the same formula, charge and spin: 0.000 eV
- Net charge: +1

---

Sequential max |F| output: 2.07 0.75 0.40 eV/A
Sequential E_tot output: -68383.0948 -46508.0039 -88462.0029 eV